Below is C57H57AuGe2N2OS4 as an isolated structure, with properties calculated with ωB97M-V/def2-TZVPD.

XYZ file:
```
124
Properties=species:S:1:pos:R:3:lowdin_charge:R:1
Au -1.48035 -0.95069 2.41105 0.63
C 2.88429 3.53846 4.72676 -0.04
C 3.17828 2.44231 3.74062 -0.26
C 3.22040 1.11330 4.13881 0.00
C 3.52882 0.09455 3.24793 -0.20
C 3.64319 -1.32064 3.74296 -0.03
C 3.77489 0.41684 1.90667 -0.17
C 3.75194 1.74977 1.48926 -0.27
C 4.07846 2.15363 0.07615 -0.04
C 3.44696 2.74041 2.41392 -0.03
C 4.17824 -0.65672 0.95173 -0.22
C 5.50604 -1.07001 0.96750 -0.02
C 5.94921 -2.05785 0.10608 -0.05
C 5.06409 -2.62814 -0.79078 -0.02
C 3.73273 -2.22135 -0.83921 -0.23
C 3.28489 -1.23252 0.03912 -0.22
Ge 1.37626 -0.75912 0.14069 0.06
S 0.47419 -2.05265 1.70402 0.20
S 0.84569 1.38656 0.49704 0.37
Ge -0.91544 0.82981 -0.78603 0.07
S -2.54502 0.13583 0.54675 0.22
S 0.07550 -0.98726 -1.68484 0.33
C -1.46133 2.20710 -2.08214 -0.21
C -1.47831 3.53989 -1.64691 -0.22
C -1.69864 4.55949 -2.56574 -0.02
C -1.90722 4.26814 -3.90141 -0.05
C -1.94774 2.94958 -4.31670 -0.02
C -1.74796 1.90485 -3.41681 -0.22
C -1.94102 0.52028 -3.93305 -0.17
C -0.98871 -0.09593 -4.73969 -0.24
C 0.34892 0.52995 -5.01827 -0.03
C -1.27796 -1.33724 -5.30113 -0.01
C -2.48257 -1.97914 -5.07044 -0.26
C -2.81304 -3.30248 -5.70391 -0.06
C -3.41537 -1.35058 -4.25265 -0.01
C -3.17362 -0.10656 -3.69482 -0.20
C -4.26689 0.59065 -2.93083 -0.03
C -1.34691 3.90095 -0.20630 -0.17
C -2.44473 3.76809 0.64620 -0.22
C -3.79350 3.28810 0.17859 -0.05
C -2.31202 4.15260 1.97872 0.00
C -1.13349 4.67960 2.47149 -0.26
C -1.02027 5.11522 3.90543 -0.04
C -0.05716 4.82277 1.59964 -0.01
C -0.14631 4.45143 0.27052 -0.26
C 1.02647 4.64516 -0.65151 -0.05
C 2.86306 -2.88232 -1.85325 -0.18
C 2.20122 -4.07010 -1.55580 -0.21
C 2.22770 -4.68528 -0.18255 -0.04
C 1.49115 -4.71559 -2.56661 -0.01
C 1.44339 -4.21676 -3.85439 -0.26
C 0.71088 -4.94318 -4.94642 -0.04
C 2.10363 -3.02085 -4.12680 -0.02
C 2.80713 -2.34360 -3.14708 -0.24
C 3.50594 -1.04961 -3.46017 -0.03
H 2.70930 3.13608 5.72310 0.08
H 2.00033 4.10347 4.42780 0.06
H 3.71711 4.24077 4.78434 0.08
H 3.02779 0.86331 5.17524 0.11
H 3.42857 -1.37054 4.80915 0.08
H 4.64678 -1.71490 3.57471 0.08
H 2.94651 -1.97830 3.22749 0.04
H 4.22565 1.29451 -0.57522 0.07
H 4.99084 2.75167 0.05768 0.09
H 3.27236 2.75936 -0.33901 0.04
H 3.42138 3.77318 2.08416 0.12
H 6.18689 -0.60741 1.67057 0.13
H 6.98125 -2.38010 0.13173 0.11
H 5.39587 -3.39743 -1.47617 0.13
H -1.71845 5.58368 -2.21567 0.12
H -2.06649 5.06615 -4.61376 0.11
H -2.15977 2.70806 -5.35041 0.13
H 0.50978 1.43448 -4.43462 0.08
H 0.44382 0.78359 -6.07654 0.09
H 1.14014 -0.17570 -4.77136 0.05
H -0.53574 -1.80458 -5.93795 0.11
H -2.05499 -3.59945 -6.42636 0.07
H -3.76971 -3.24871 -6.22471 0.08
H -2.89321 -4.08837 -4.95144 0.08
H -4.37001 -1.83065 -4.07110 0.12
H -5.18078 -0.00027 -2.95282 0.08
H -4.47732 1.56903 -3.36468 0.09
H -4.00055 0.74881 -1.88247 0.03
H -3.78835 2.98064 -0.86326 0.06
H -4.52914 4.08714 0.28977 0.09
H -4.12788 2.44423 0.78074 0.04
H -3.16383 4.04188 2.63944 0.12
H -1.95798 4.96251 4.43656 0.07
H -0.75877 6.17244 3.96990 0.08
H -0.24343 4.55166 4.42397 0.06
H 0.87319 5.23753 1.96972 0.12
H 1.89086 5.00954 -0.09872 0.08
H 0.79468 5.36508 -1.43804 0.08
H 1.29818 3.70874 -1.13905 0.05
H 2.77519 -4.07508 0.53203 0.06
H 2.69295 -5.67207 -0.21499 0.09
H 1.21262 -4.80748 0.19428 0.07
H 0.97476 -5.63987 -2.33394 0.12
H 0.26574 -5.86589 -4.57820 0.08
H 1.38598 -5.19425 -5.76587 0.08
H -0.08446 -4.32048 -5.35385 0.05
H 2.06720 -2.61273 -5.13057 0.12
H 3.42321 -0.80999 -4.51898 0.07
H 4.56292 -1.09622 -3.19702 0.08
H 3.06490 -0.22739 -2.89041 0.08
O -2.01532 -0.30172 4.33395 -0.20
C -2.74666 -0.85318 5.25688 -0.35
C -2.75854 -0.20766 6.51608 -0.01
C -3.51037 -0.66966 7.56375 -0.08
C -4.29498 -1.81780 7.41945 -0.10
C -4.29277 -2.46912 6.21092 -0.05
C -3.53697 -2.02186 5.11641 -0.09
C -3.58726 -2.77322 3.87392 -0.25
N -2.93498 -2.53036 2.75000 -0.02
C -3.27702 -3.48060 1.82285 -0.12
C -4.16171 -4.33238 2.39322 -0.07
N -4.34707 -3.87858 3.67836 0.11
H -2.14730 0.67897 6.60871 0.12
H -3.49337 -0.14109 8.50665 0.10
H -4.88959 -2.18877 8.24051 0.10
H -4.90108 -3.35898 6.11768 0.10
H -2.86378 -3.47080 0.83234 0.11
H -4.66128 -5.20110 2.01208 0.11
H -4.95375 -4.30093 4.35967 0.15
```

As for the orbital gap (alpha / beta): 8.13 / 5.44 eV. Its spin multiplicity is 3.